137
Properties=species:S:1:pos:R:3:forces:R:3:mulliken_charge:R:1 method="wB97M-V/def2-TZVPD" spin_multiplicity=1 total_charge=0 molar_mass_g_mol=703.10 total_energy_ha=-2286.34776 largest_force_ev_per_a=2.80
H -0.710 5.154 -3.124 0.2944 0.1812 0.5842 0.350
H 0.196 -2.095 -5.172 0.2377 -0.7527 -0.2941 0.312
H 6.636 1.276 -0.850 -0.2029 -0.1290 0.3038 0.292
C -1.647 -4.394 2.755 -1.0684 -0.5566 -1.3019 -0.781
H -1.094 -4.743 1.882 0.2107 0.4947 -0.2311 0.357
N 7.128 -0.783 -0.568 0.5040 1.9826 0.7672 -0.203
H -2.321 -1.104 -1.534 0.8051 -0.1737 -0.5133 0.420
C -1.694 -0.508 3.637 0.7966 0.6391 1.5534 -1.049
H 8.485 2.208 0.259 -0.2340 0.3593 -0.0584 0.477
H 4.642 -1.476 0.022 0.0334 -0.0414 -0.1727 0.332
H -1.350 3.321 0.866 -0.1508 0.0614 0.3145 -0.004
H -5.378 6.627 3.700 0.2203 -0.0226 -0.0444 0.333
H 3.162 -4.017 -0.628 0.7449 0.2320 0.5719 0.414
O 9.844 0.860 -0.347 -0.3479 -0.7032 -0.2455 -0.305
H 6.834 -2.110 -2.086 -0.5191 -0.1475 -0.5229 0.374
H -3.693 4.263 5.278 0.1292 -0.0426 -0.0391 0.265
C -4.676 4.566 3.472 0.6337 0.9924 2.3694 1.112
C 3.244 2.064 1.128 2.6227 0.7652 0.4282 0.464
H 3.000 -0.091 -6.143 0.0995 -0.1296 -0.3474 0.382
C 6.253 -1.382 -1.520 -1.1668 -0.5484 0.5358 -0.768
H 0.061 4.540 -4.495 0.3148 -0.2725 -0.2238 0.411
C -0.444 -0.334 -0.418 -1.0585 -0.2274 0.9901 0.836
H 1.427 1.858 0.590 -0.6382 -0.4599 0.0674 0.192
O -2.318 1.056 2.138 1.2639 0.1894 -1.2424 -0.244
H 11.828 1.278 0.161 -0.0781 -0.9678 -0.7426 0.289
H 4.295 3.786 0.225 0.2957 -0.2557 -0.1423 0.298
H 3.263 1.643 2.133 -0.7112 0.1773 0.5563 0.172
H -4.599 -4.051 3.437 0.0629 -0.5270 0.0826 0.196
H 2.459 2.250 -2.705 0.1820 -0.0336 0.5432 -0.099
O 2.052 2.579 0.694 -1.3592 0.4142 0.0597 -0.477
H 2.927 -2.312 -5.090 0.0708 -0.0091 -0.3253 0.300
C 4.251 3.275 1.186 -0.9415 -1.0110 0.0401 -1.607
H -2.709 1.853 1.771 -0.5477 0.5749 0.6924 0.048
H 3.157 0.003 0.397 -0.4874 0.1795 -0.0856 0.117
C -4.119 4.769 2.074 -0.7121 0.2192 -0.4456 -0.952
H -1.879 -3.636 5.685 0.2383 0.1950 -0.1993 0.316
C -0.335 -1.530 0.515 -0.4733 -1.1212 -0.0691 -1.314
H 10.779 2.253 0.882 -0.9420 0.4098 0.3029 0.325
C -2.466 0.791 3.516 -0.7866 -0.2882 -1.1601 0.856
C -4.857 -2.087 -4.416 1.0058 0.0397 -0.9760 -1.125
H 1.531 -0.863 -6.765 -0.1664 0.2004 -0.0385 0.425
C -5.201 -3.963 2.533 1.8004 -1.4163 0.5093 -0.959
H -7.652 -3.793 2.894 0.0841 -0.0116 0.1589 0.340
H -2.543 4.057 -0.195 -0.0023 -0.1186 -0.1992 0.345
C 5.064 -2.093 -0.772 0.6397 -0.3275 -2.2367 -0.427
H -0.781 -0.348 3.063 0.1114 -0.2128 0.1788 0.173
H 1.040 5.565 -3.483 -0.2719 0.2530 0.2689 0.349
O -3.207 3.780 1.748 2.4550 -1.3279 -0.1801 -0.253
H 5.209 2.896 1.543 0.1724 0.2256 -0.2506 0.423
H -5.885 -2.375 3.681 -0.0891 0.5136 0.0255 0.246
H -5.837 -2.083 0.588 -0.2356 -0.7028 0.1042 0.443
H -4.923 4.692 1.342 -0.3272 0.5860 -0.1089 0.288
C 2.011 -0.461 -5.873 0.8267 -0.5292 -1.2177 -1.546
H -2.191 -3.480 2.516 0.6449 0.4588 0.2308 -0.149
H -6.533 5.433 3.151 -0.5834 0.3235 0.1212 0.349
H -4.228 0.617 4.763 0.1416 0.0743 0.2652 0.489
H 1.537 0.451 -5.509 -0.5650 -0.4364 0.3051 0.263
H 0.327 -0.263 -1.185 -0.2490 -0.4040 -0.2730 0.308
H -1.417 -0.504 4.691 0.2888 -0.7536 0.1487 0.482
H -6.181 5.629 4.874 0.4378 -0.6907 0.0744 0.352
H -4.233 -2.216 -3.532 0.1597 -0.2837 -0.0999 0.236
C -3.930 0.707 3.719 -1.6721 -1.4329 0.9802 -0.834
H 5.837 -0.608 -2.165 -0.0352 -0.1430 -0.2486 0.312
H -1.907 -5.361 5.479 -0.4259 -0.1377 -0.4449 0.445
C 2.232 3.250 -3.076 -0.2736 -1.1710 0.1995 -0.888
H 0.922 3.343 -0.719 0.4077 -0.0013 0.1134 0.335
H 0.399 -1.364 -3.706 0.3178 0.3496 0.3469 0.156
H 7.938 -1.360 -0.389 0.1480 0.2578 -0.1156 0.293
C 0.912 -2.078 -4.350 -0.8636 0.4120 0.6203 -1.087
H 2.129 -3.441 -1.764 0.2091 0.8269 -0.8505 0.128
H -3.506 -1.132 -5.850 0.6132 0.0352 0.5878 0.231
H -4.237 -0.237 3.267 -0.2773 0.0636 -0.1076 -0.324
H -0.015 -3.593 3.850 0.0365 0.2885 -0.1173 -0.006
C -5.740 5.614 3.877 -0.1886 -0.0561 -1.8403 -1.410
O 4.065 -2.452 -1.789 -0.2207 -0.6376 0.9386 -0.359
H -2.668 -0.307 -0.136 0.5992 -0.1177 0.9443 -0.063
H 2.385 3.063 -4.139 -0.2054 0.6845 -0.2524 0.379
H -3.657 -4.173 -5.939 0.3461 -0.2715 -0.2547 0.379
C 0.265 4.799 -3.456 -0.1067 -0.7523 -0.8735 -1.550
C -3.029 -3.283 -5.936 -1.8717 1.4734 0.1204 -1.147
H -2.155 0.657 -1.366 0.4333 0.0106 -0.6117 0.476
C 7.525 0.646 -0.896 -0.4325 -1.7490 1.4267 -0.493
H 8.366 0.768 1.176 -0.0080 -0.7339 -0.1028 0.408
O 0.067 -5.603 3.804 0.5064 -1.0353 0.0254 -0.562
H 10.841 0.593 1.450 -0.1250 -0.2250 0.1070 0.320
C 8.545 1.124 0.161 -0.1133 0.9954 -1.7809 -0.816
O 0.763 4.067 -1.329 -0.2055 0.1639 0.4372 -0.524
O -4.970 -1.980 -6.817 -0.6914 -1.1544 -1.3522 -0.564
C -5.989 -2.749 2.662 -1.3642 1.5758 -0.6882 0.774
H 7.824 0.695 -1.943 0.8109 0.2838 0.1004 0.392
C 2.245 -1.515 -4.793 -1.2886 1.8168 -1.3401 0.817
C 2.938 -3.076 -1.131 0.3333 0.4277 0.0383 -0.498
H -5.589 -2.890 -4.506 -0.1520 0.1623 0.2784 0.328
O -0.261 0.830 0.355 0.9649 0.8927 -0.2302 0.223
H -2.111 -1.479 3.366 -0.5580 0.4213 -0.1344 -0.145
H -5.458 -1.154 -6.787 0.1212 0.0308 0.2022 0.329
H -5.308 -1.103 -4.292 -0.4467 -0.1361 -0.0784 0.363
H -4.572 1.476 3.290 0.5708 0.3074 -0.1486 0.030
H 3.888 4.022 1.893 -0.0793 -0.1338 0.1364 0.408
H -6.062 -0.758 1.597 -0.3531 -0.0491 0.7252 0.446
H 2.952 3.951 -2.654 -0.1023 0.1163 -0.2187 0.326
H -2.339 -3.328 -5.094 -0.1618 0.1406 0.0743 0.250
H -4.463 -3.880 1.734 -0.3030 -0.4491 -0.3110 0.199
N -3.554 4.756 4.407 0.2665 0.1995 -0.0907 -0.723
H -1.674 5.082 0.879 -0.1022 0.0630 0.7211 0.479
H 4.741 0.649 0.501 0.1768 0.1233 0.1785 0.283
H -3.574 5.711 2.006 -0.4883 0.5078 0.1502 0.395
C -1.909 -0.306 -0.918 -0.7531 0.5458 -0.4940 -1.389
H 0.439 -1.618 1.277 0.6598 0.4974 -0.5135 0.310
H 0.931 -3.003 -3.774 0.1134 -0.2187 -0.3472 0.300
H -2.672 4.496 3.988 0.0459 -0.3300 0.1344 0.215
C -0.696 -4.442 3.903 -0.6429 1.0448 1.5928 0.829
C -4.060 -2.067 -5.769 1.3296 0.1817 1.5776 0.427
H 5.482 -3.022 -0.383 -0.2309 -0.0920 0.4384 0.270
H -0.839 0.751 1.118 -0.5681 0.3075 0.5599 -0.071
H 3.726 1.232 -0.786 -0.2022 -0.1375 -0.1831 0.141
C 10.814 1.214 0.554 1.6193 0.9831 1.0551 -0.839
O 2.860 -0.670 -3.859 0.4996 -1.1204 1.5554 -0.308
H -5.866 -4.822 2.439 0.4166 -0.1910 -0.1871 0.337
H 3.185 -1.338 -3.251 0.7828 0.4997 1.2108 0.081
H -0.359 -2.452 -0.065 0.1310 -0.1789 -0.0137 0.556
H 2.573 -2.295 -0.464 -0.4904 -0.4601 0.4011 0.092
H -2.063 1.510 4.229 0.5698 0.4774 -0.4991 0.309
C -1.280 -4.480 5.342 -0.3829 -0.1810 -0.2253 -1.631
C -2.120 4.090 0.809 -1.3390 -0.0919 -0.3490 -0.737
C -5.601 -1.746 1.597 0.4144 1.1524 -0.9626 -1.493
C 0.799 3.600 -2.661 0.0050 1.1903 -0.3212 1.023
O -7.358 -3.027 2.396 -0.7627 0.3231 -0.0577 -0.560
H -0.482 -4.693 6.053 0.3225 0.6293 0.0502 0.487
H -4.536 -1.525 1.520 0.2579 -0.2480 0.4959 0.058
H 0.141 2.733 -2.724 -0.0828 -0.1570 -0.3988 0.070
C 3.715 0.930 0.262 0.8761 -0.1229 -0.5825 -0.672
H -5.104 3.583 3.670 -0.1275 -0.2725 -0.7624 -0.116
H -2.447 -3.153 -6.849 -0.2255 -0.2088 -0.0577 0.303
H -2.474 -5.104 2.748 0.0788 -0.4834 0.8304 0.349
H -1.240 -1.556 1.122 -0.2265 0.0531 -0.1147 -0.108
H -0.117 -6.018 4.650 0.5532 -0.7416 -0.2581 0.370